Entry 1:
Here is a 3-piece molecular cluster, C8H22O12P2S overall in a non-equilibrium geometry from the OMol25 dataset. Energies are from ωB97M-V with the def2-TZVPD basis set.

Atoms and positions in Å:
C: -1.348 -1.330 4.811
O: -1.834 -2.476 5.542
P: -2.310 -3.943 4.979
O: -1.689 -4.339 3.662
O: -1.940 -4.915 6.291
C: -0.564 -5.164 6.651
O: -3.897 -3.739 5.089
C: -4.697 -3.573 3.956
H: -1.163 -1.590 3.769
H: -0.305 -1.092 5.020
H: -2.031 -0.499 4.988
H: -0.513 -4.668 7.621
H: 0.172 -4.648 6.036
H: -0.261 -6.185 6.881
H: -4.121 -3.150 3.133
H: -5.628 -3.010 4.032
H: -5.045 -4.567 3.675
C: -1.877 3.354 -6.791
O: -0.590 3.720 -6.339
P: -0.006 2.802 -5.132
O: 0.492 1.440 -5.485
O: -1.116 2.888 -3.920
C: -1.488 1.812 -3.106
O: 1.147 3.791 -4.681
C: 0.899 4.800 -3.722
H: -1.849 3.224 -7.873
H: -2.554 4.207 -6.741
H: -2.213 2.424 -6.334
H: -1.336 1.985 -2.041
H: -1.076 0.842 -3.385
H: -2.490 1.387 -3.049
H: -0.118 5.130 -3.932
H: 1.591 5.636 -3.828
H: 1.134 4.398 -2.737
C: 5.160 1.008 -1.346
C: 3.961 0.122 -1.642
O: 3.528 -0.544 -0.436
S: 4.156 0.167 0.963
O: 4.804 -0.882 1.772
O: 3.174 1.144 1.532
O: 5.331 0.943 0.057
H: 4.853 2.026 -1.586
H: 6.116 0.842 -1.842
H: 4.306 -0.568 -2.412
H: 3.233 0.792 -2.098

Cartesian forces, eV/Å:
0.5 -1.1 -0.8
0.4 -1.0 -0.1
2.1 0.5 0.3
-1.5 0.7 2.3
-1.0 0.8 -2.6
0.1 1.6 1.3
1.1 -0.4 1.3
-0.4 -1.1 -1.9
-1.1 0.0 -0.4
-0.1 0.1 1.2
0.2 -0.1 -0.2
0.3 0.1 0.1
-0.2 -0.3 -0.4
-0.7 -0.3 -0.8
0.0 0.0 -0.1
0.4 0.5 1.1
0.1 -0.1 -0.4
-0.6 0.1 -1.5
0.2 -0.9 1.7
0.8 -0.7 -0.2
-1.2 1.9 0.6
0.2 0.2 -1.6
-0.1 -2.5 1.3
0.5 -0.9 -0.2
0.0 0.4 0.0
0.4 -0.5 -0.1
-0.2 -0.2 1.0
-0.4 0.3 0.0
0.8 0.5 -0.2
1.3 0.4 -0.1
-1.2 1.5 -1.1
0.0 0.4 1.0
0.0 -0.1 -0.6
-0.8 0.0 0.2
-0.7 1.2 0.9
0.5 -0.1 -0.8
0.5 0.8 0.8
-0.2 0.3 -1.1
-1.8 2.8 -1.8
3.0 -3.0 -1.6
-0.2 -0.4 2.5
0.3 0.2 0.0
-0.2 -0.6 0.2
-0.6 -0.7 0.4
-0.7 -0.5 0.4

Summary:
LUMO energy in eV: 0.336
HOMO energy in eV: -10.54
SMILES: COP(=O)(OC)OC.COP(=O)(OC)OC.O=S1(=O)OCCO1
Net charge: 0
Gap between HOMO and LUMO in eV: 10.8770

***

Entry 2:
Here is a 5-piece molecular cluster, C8H22O4 overall in a non-equilibrium geometry from the OMol25 dataset. Energies are from ωB97M-V with the def2-TZVPD basis set.

Atoms and positions in Å:
C: 0.221 -2.900 1.453
C: 1.223 -1.879 1.002
C: 0.885 -1.197 -0.293
C: 1.694 0.160 -0.444
C: 1.920 0.426 -1.696
C: 1.234 -0.054 -2.893
C: 1.326 1.466 1.587
C: 2.232 0.911 0.790
H: 0.127 -3.669 0.704
H: 0.328 -3.407 2.367
H: -0.766 -2.287 1.312
H: 2.329 -2.202 0.842
H: 1.397 -1.086 1.742
H: -0.170 -0.843 -0.264
H: 0.851 -1.893 -1.175
H: 2.667 1.267 -1.806
H: 0.626 -0.998 -2.631
H: 1.797 -0.206 -3.745
H: 0.436 0.797 -3.148
H: 0.225 1.503 1.473
H: 1.528 2.020 2.494
H: 3.335 0.921 0.931
H: 0.618 2.388 -1.782
H: -0.221 3.687 -1.518
O: -0.243 2.813 -1.853
H: -2.817 -1.274 2.122
H: -2.319 0.073 1.464
O: -2.680 -0.833 1.359
H: -3.915 -0.122 0.182
H: -3.549 0.410 -1.278
O: -3.970 0.656 -0.403
H: -2.905 1.598 0.710
H: -1.289 2.045 1.091
O: -2.153 1.708 1.304

Cartesian forces, eV/Å:
-2.3 1.7 -2.5
3.3 0.2 0.6
0.0 1.3 0.5
-1.8 -4.3 5.5
2.6 3.8 -5.2
-4.0 0.0 2.1
-0.8 0.8 0.9
-1.0 -0.8 -1.9
0.0 -0.5 -0.4
0.3 0.0 1.4
1.3 -1.5 1.0
-1.7 -0.3 0.4
-0.6 -0.4 0.1
-0.1 0.2 0.2
0.7 0.8 0.9
-0.4 -1.0 -0.5
0.9 1.8 -0.9
1.5 0.0 -1.7
1.4 -1.5 0.3
1.1 -0.8 -0.6
0.8 0.0 0.0
-0.9 0.2 -0.1
0.0 0.8 0.2
0.4 1.3 0.5
-0.4 -2.0 -0.6
-0.6 -1.9 4.1
-0.1 -0.2 0.7
0.8 1.5 -4.4
0.1 -0.1 -0.4
-0.8 0.3 1.7
0.5 0.0 -1.5
0.2 0.6 -1.6
-0.7 0.5 -1.3
0.4 -0.5 2.4

Summary:
LUMO energy (spin up / spin down) in eV: -3.982 / -8.405
HOMO energy (spin up / spin down) in eV: -13.89 / -13.89
Net charge: +1
Expectation value of S²: 0.754
Spin multiplicity: 2
Gap between HOMO and LUMO (spin up / spin down) in eV: 9.9086 / 5.4798

***

Entry 3:
Here is C8H23Cl2O2P2Sm as an isolated structure in a non-equilibrium geometry from the OMol25 dataset. Energies are from ωB97M-V with the def2-TZVPD basis set.

Atoms and positions in Å:
C: -1.631 -0.076 -3.205
C: -0.284 -0.097 -2.611
H: -2.394 -0.104 -2.411
H: -1.766 -0.951 -3.871
H: -1.767 0.845 -3.809
O: -0.078 -0.065 -1.346
Cl: 0.950 -0.174 -3.752
Sm: 0.098 0.032 1.171
P: 0.588 -2.757 0.646
C: -0.613 -3.796 1.558
C: 0.241 -3.265 -1.074
H: 0.391 -4.356 -1.178
H: 1.993 -4.747 0.800
H: 0.914 -2.737 -1.763
H: 2.921 -3.302 0.272
H: -1.637 -3.512 1.282
H: -0.795 -3.017 -1.336
C: 2.141 -3.665 0.956
H: -0.451 -4.856 1.316
H: 2.465 -3.481 1.988
H: -0.476 -3.644 2.635
P: 0.342 2.824 0.455
C: -0.859 3.865 1.359
C: 1.844 3.844 0.573
H: 0.522 2.662 -1.968
H: -0.114 4.259 -1.462
H: -1.173 2.814 -1.451
C: -0.152 3.173 -1.269
H: 2.614 3.458 -0.104
H: 1.632 4.893 0.307
H: -0.774 4.914 1.046
H: -0.665 3.793 2.436
H: 2.236 3.805 1.592
H: -1.883 3.514 1.165
Cl: 2.056 0.183 2.707
O: -1.842 -0.073 2.542
H: -1.849 0.169 3.491
H: -2.749 -0.370 2.312

Cartesian forces, eV/Å:
-1.1 0.0 0.1
0.0 0.1 3.4
0.3 0.0 -0.4
0.1 0.5 0.2
0.2 -0.5 0.2
-0.2 -0.1 -3.1
0.7 0.0 0.3
0.8 0.0 -0.2
0.2 -1.5 -0.5
-0.1 0.3 0.2
-0.1 0.0 -0.3
-0.1 0.5 0.0
0.0 0.5 0.0
-0.1 -0.2 0.1
-0.2 -0.1 0.2
0.2 -0.2 0.1
0.2 -0.1 0.0
0.3 0.3 0.2
-0.1 0.3 0.1
0.0 -0.1 -0.2
-0.1 -0.1 -0.2
-0.1 1.5 -0.6
-0.3 -0.2 0.3
0.4 -0.1 0.1
-0.1 0.2 0.1
0.0 -0.4 0.1
0.2 0.1 0.0
-0.2 -0.1 -0.3
-0.1 0.1 0.1
-0.1 -0.5 0.1
0.0 -0.3 0.1
-0.1 0.1 -0.2
0.0 0.0 -0.1
0.2 0.2 0.1
-0.7 -0.1 -0.4
-0.6 0.0 0.3
-0.1 -0.2 -0.4
0.6 0.2 0.3

Summary:
LUMO energy (spin up / spin down) in eV: -8.113 / -6.836
HOMO energy (spin up / spin down) in eV: -15.90 / -15.85
Net charge: +2
Expectation value of S²: 8.766
Spin multiplicity: 6
Gap between HOMO and LUMO (spin up / spin down) in eV: 7.7854 / 9.0126

***

Entry 4:
Here is C8H23ClILuO2P2 as an isolated structure in a non-equilibrium geometry from the OMol25 dataset. Energies are from ωB97M-V with the def2-TZVPD basis set.

Atoms and positions in Å:
C: 0.009 1.240 -2.990
C: 0.029 1.483 -1.542
H: 0.013 2.178 -3.575
H: -0.879 0.638 -3.254
H: 0.879 0.619 -3.273
O: 0.083 2.541 -0.952
I: 0.000 -1.937 2.663
Lu: 0.005 -0.513 0.234
P: 2.676 -0.125 -0.023
C: 3.419 0.876 1.296
C: 3.275 -1.812 0.311
H: 4.322 -1.881 -0.001
H: 4.590 0.282 -1.457
H: 2.670 -2.542 -0.245
H: 3.128 -0.281 -2.368
H: 3.022 0.557 2.267
H: 3.171 -2.040 1.377
C: 3.497 0.373 -1.562
H: 4.511 0.776 1.301
H: 3.216 1.413 -1.791
H: 3.157 1.930 1.144
P: -2.673 -0.107 -0.033
C: -3.356 0.930 1.300
C: -3.512 0.407 -1.566
H: -2.723 -2.525 -0.232
H: -4.365 -1.861 0.016
H: -3.212 -2.006 1.386
C: -3.315 -1.782 0.319
H: -3.156 -0.245 -2.379
H: -4.609 0.337 -1.483
H: -4.453 0.897 1.334
H: -3.037 1.969 1.145
H: -3.221 1.444 -1.793
H: -2.954 0.589 2.263
Cl: -0.017 -2.087 -1.631
O: 0.258 1.384 1.644
H: 0.225 1.419 2.618
H: 0.235 2.309 1.327

Cartesian forces, eV/Å:
-0.1 -2.0 -1.4
0.5 8.2 1.4
0.0 0.0 0.8
0.3 0.1 0.2
-0.3 0.1 0.3
-0.4 -6.4 -1.8
0.0 0.3 -0.5
0.0 -1.8 1.8
1.1 0.3 -0.2
-0.1 0.3 0.1
-0.4 -0.4 0.0
-0.1 0.0 0.1
-0.4 0.1 -0.2
0.3 0.1 0.1
0.3 0.2 0.2
0.1 0.0 -0.2
0.1 0.1 -0.2
-0.2 0.0 -0.1
-0.2 0.0 -0.1
0.3 -0.3 0.0
0.1 -0.2 0.1
-1.4 0.3 0.0
0.2 0.3 0.1
0.2 0.1 -0.2
-0.2 0.1 0.1
0.2 0.1 0.1
-0.1 0.1 -0.2
0.5 -0.3 0.0
-0.3 0.2 0.2
0.5 0.0 0.0
0.3 -0.1 -0.1
-0.2 -0.1 0.1
-0.3 -0.2 0.0
-0.1 0.0 -0.2
0.0 0.6 0.1
-0.2 0.8 -0.2
0.0 -0.2 -0.3
0.1 -0.5 0.4

Summary:
LUMO energy (spin up / spin down) in eV: -11.703 / -11.614
HOMO energy (spin up / spin down) in eV: -15.47 / -15.54
Net charge: +2
Gap between HOMO and LUMO (spin up / spin down) in eV: 3.7664 / 3.9304

***

Number 3 is which compound? C8H23Cl2O2P2Sm